1.
The following is a quantum chemistry calculation of a 8-piece molecular cluster, C56H63Br2N2O2S overall at a distorted geometry, from the Open Molecules 2025 dataset.

Last column: Mulliken charge in e.
Positions of all 126 atoms, in Å:
H 0.91346 -2.71892 -1.99587  0.253
C 6.97841 -5.62300 1.84382  -0.610
H -1.89334 -3.13085 -4.25342  0.350
C 3.01984 -3.62203 1.12664  0.637
O 3.35229 -4.70532 2.02299  -0.474
C 9.78857 -8.82412 5.49038  -0.533
C -2.95386 8.01359 -5.50119  -0.266
H 6.62927 -5.89688 2.83441  0.359
C -0.64937 -0.35415 -1.76068  0.008
C -3.02112 -5.65228 -6.22528  -0.375
H -4.31638 10.83881 -6.79457  0.361
Br -1.62769 1.84394 0.69568  -0.108
C -1.76887 2.55987 -1.17266  0.559
C 0.88441 9.33429 -0.64564  0.001
C 2.19221 12.64863 1.41027  -0.086
C 8.33287 -5.70846 1.53502  -0.190
H -5.13586 -2.32276 -0.95112  0.156
Br -2.10096 2.31520 -4.12925  -0.044
C -3.06663 -3.37179 -0.89916  -0.440
H -0.66955 6.79324 -3.11403  0.233
H 2.57775 12.15325 4.74477  0.353
C -5.42915 9.14232 -6.08314  -0.387
C 1.53673 -3.03511 1.27777  -0.964
H -1.24073 9.19598 -3.28846  0.282
H 7.67061 -8.85310 2.83795  0.365
H -4.41923 -1.73303 1.45314  0.171
C -5.35974 7.87510 -5.51301  -0.399
H -2.48135 -3.77203 0.01612  0.272
C -5.75211 -5.04860 5.48365  -0.287
H 9.83864 -5.41310 0.02923  0.372
H -6.29345 -3.36852 2.73854  0.243
H -0.24315 10.82344 -1.71069  0.379
H -7.84140 -4.40824 8.07985  0.357
C -6.23745 -3.02803 1.64130  -0.947
H 5.01271 -5.12568 1.12279  0.388
H 3.36461 13.99872 0.21638  0.348
C -2.12351 -4.83353 -5.54695  -0.532
H -2.11267 9.83066 -6.28525  0.379
C -4.57653 -3.14986 -0.38323  -0.743
C 8.92870 -8.34483 4.50709  -0.148
H -6.85608 -2.06966 1.48020  0.298
C 3.76222 13.48963 3.54736  -0.417
H 1.31541 10.04585 0.05035  0.168
C -4.12171 7.31141 -5.21961  -0.364
C -2.32756 -1.97665 -1.31490  0.342
H -5.92624 -4.17687 -5.27682  0.375
C -4.26164 9.84823 -6.35623  -0.395
C 0.23524 -2.67999 -1.06652  -1.039
H 0.76640 -3.87824 1.40212  0.348
C -4.68556 -2.81617 1.18597  -0.247
H 1.52626 -2.44150 2.27169  0.391
C -7.30341 -6.86513 5.80236  -0.341
H -6.27044 7.32645 -5.29714  0.350
H -5.95435 -3.39200 6.83960  0.347
H 1.89927 7.64529 0.21496  0.358
H 4.37751 13.81443 4.37993  0.353
C -4.38858 -5.41364 -6.13044  -0.394
C 1.11710 -1.99986 0.13131  -0.152
H -4.32788 -2.70923 -4.07998  0.401
C 8.34382 -9.22666 3.60274  -0.229
H -1.11823 4.37269 -2.29039  0.277
C 2.75324 12.55380 3.75209  -0.325
C -3.96214 -3.53608 -4.68081  -0.253
H -2.71802 4.57650 -1.25045  0.283
N -0.88199 -1.72023 -1.37337  0.600
H -5.16707 -4.11733 -0.56112  0.423
H -6.69416 -3.81730 0.94207  0.291
C -2.59421 -3.77372 -4.77800  -0.157
C -0.23119 7.50648 -2.42339  -0.302
H -2.65459 -6.47650 -6.82767  0.371
H 5.81397 -4.49399 -1.13643  0.343
C 6.07105 -5.18749 0.88213  -0.080
C -7.87619 -6.18846 6.87468  -0.400
H -4.06730 6.32423 -4.77261  0.389
C -6.33093 -4.36779 6.55025  -0.434
C 8.78238 -5.34955 0.26851  -0.564
C 3.19518 13.59129 1.20722  -0.547
H 0.91007 6.01914 -1.36967  0.442
H 8.16531 -11.27584 2.97684  0.355
H 8.22703 -4.62640 -1.67890  0.361
H 4.76666 14.74226 2.11726  0.355
C -3.02330 9.28237 -6.06790  -0.465
O 3.83431 -3.15512 0.30432  -0.475
C -1.66336 4.14767 -1.30983  -0.909
S 0.88303 0.61330 -2.04484  -0.106
H -3.97526 -3.52497 1.74704  0.276
H 9.03888 -6.05456 2.28308  0.278
H 1.66643 0.02530 -3.02973  0.232
C 0.65407 7.07169 -1.44177  -0.217
H 9.71208 -12.12643 4.71361  0.354
H -3.01150 -4.16858 -1.71456  0.368
H -0.12401 -3.70916 -0.74154  0.481
C -3.07644 -0.68711 -1.69720  -0.358
N -1.96018 0.21044 -1.91214  0.365
H -5.79158 -6.82621 4.27396  0.347
H -8.70070 -6.63483 7.41998  0.359
H -4.92116 -4.60611 4.94401  0.454
C -0.55333 8.85641 -2.52065  -0.126
C -7.39170 -4.93794 7.24686  -0.358
H 0.51787 -1.14470 0.62302  0.215
H 10.23905 -8.13754 6.19919  0.353
C 1.96979 12.13083 2.68243  -0.440
H -1.05754 -5.02114 -5.61837  0.373
H -4.17646 -0.43735 -1.79533  0.347
C 9.48990 -11.06579 4.65728  -0.378
H -5.08802 -6.05060 -6.66147  0.373
H 8.71333 -7.28281 4.44577  0.311
C 10.07162 -10.18475 5.56355  -0.347
H -1.07611 4.51515 -0.38983  0.380
C 0.00616 9.77027 -1.63317  -0.525
C 3.98206 14.01009 2.27581  -0.308
C -1.93159 1.65727 -2.27264  -0.936
H -7.68556 -7.83700 5.50798  0.356
H -6.39434 9.58068 -6.31420  0.358
H 1.18594 11.39741 2.84095  0.361
C 1.21088 7.98467 -0.55178  -0.721
H 2.00298 -1.49599 -0.39484  0.381
H 10.74581 -10.55794 6.32710  0.355
C 7.87642 -4.90881 -0.69189  -0.308
H 1.58219 12.31761 0.57587  0.387
H -1.98781 7.57163 -5.27787  0.439
C 6.52092 -4.83209 -0.38604  -0.342
C -4.85977 -4.35889 -5.35487  -0.529
C 8.62279 -10.58791 3.67965  -0.457
C -6.24023 -6.29672 5.10804  -0.402
H 3.14778 -4.42596 2.95352  0.327

Calculated values
Charge: +1
Total energy (a.u.): -7977.45206
Molar mass (u): 988.01

=====

2.
The following is a quantum chemistry calculation of a 2-piece molecular cluster, C2H3N5O4S2 overall at a distorted geometry, from the Open Molecules 2025 dataset.

Last column: Mulliken charge in e.
Positions of all 16 atoms, in Å:
O 0.55376 -2.27043 2.30360  -0.574
S 1.98910 1.61579 1.35882  -0.137
N 0.05167 -1.36575 1.70585  1.002
H -1.63424 -0.16926 0.19657  0.232
N -1.93759 0.34342 -0.62184  -0.221
N 0.16749 1.44373 -0.75323  -0.096
N 1.57842 -1.40526 -0.05154  1.137
C -1.15033 1.26675 -1.17924  0.338
C 0.89746 1.25933 0.30496  0.616
O -1.08719 -0.96320 1.84126  -0.747
S -1.59923 2.20069 -2.48828  -0.387
H -2.79942 0.01940 -1.16751  0.260
N 0.69725 -0.77338 0.69536  -0.277
H 0.42257 2.12886 -1.39012  0.143
O 2.04318 -0.76754 -0.96240  -0.643
O 1.80708 -2.56315 0.20776  -0.643

Calculated values
Charge: 0
Total energy (a.u.): -1448.80534
Energy above the lowest of the compared OMol25 structures with the same formula, charge and spin (kcal per mole): 94.9
Molar mass (u): 225.21

=====

3.
The following is a quantum chemistry calculation of C49H61Cl3CsN4O5S2 as an isolated structure, from the Open Molecules 2025 dataset.

Last column: Mulliken charge in e.
Positions of all 125 atoms, in Å:
H -5.31471 -1.43333 -4.20971  0.574
C 3.06115 3.64379 -2.56706  -0.839
H 3.97977 1.19866 -0.73213  0.156
O 7.24539 2.68669 1.13897  -0.383
C -1.27321 -0.38509 1.94463  0.730
H -3.57767 -3.66986 4.93084  0.298
C 3.35214 -2.05799 -1.40152  -0.021
H -8.44814 -2.16744 -2.80019  0.434
C 5.88271 2.20061 3.10288  -0.466
Cl 7.42369 4.27088 4.06687  -0.217
H 3.73404 -5.06380 -2.95200  0.360
C -7.23778 -0.57341 -0.99848  -1.718
C -4.63045 -1.23907 -3.39830  0.160
C 6.92276 1.71608 2.13608  -0.676
H -1.75393 1.20379 -4.74351  0.233
C 3.85311 2.09866 -1.32748  -0.518
H -3.44757 1.50698 -5.15712  0.341
H -1.65098 0.89362 5.13791  0.357
H -7.42199 -1.04307 -3.69067  0.461
H 6.95202 3.29341 -1.57555  0.241
C -0.65542 0.95975 4.69203  -1.859
C 3.78894 2.31331 4.10812  -0.309
H -0.86164 -1.21810 -4.73936  0.226
H 7.86741 1.51271 2.64006  0.336
C -3.16227 -4.24996 2.86237  2.054
N -2.03738 -0.56348 -0.28445  0.476
H -7.73631 -3.26453 -0.73842  0.485
H -3.23176 -2.84316 0.47444  0.991
Cs 0.85530 0.21720 -0.53170  1.550
H -2.30115 1.04168 -6.42277  0.486
C -7.41328 -1.93728 -3.06335  -2.307
C 6.04992 4.69029 0.58871  -0.327
H -1.19986 1.75410 -2.08192  0.280
H 2.23886 -3.88438 -4.60973  0.394
C 3.78262 -3.38389 -1.63654  -0.874
H -0.59174 3.45772 0.07022  0.410
H -7.19149 0.35607 -1.56974  0.379
H -4.79839 -4.22125 1.42002  0.283
C -3.37550 -0.81317 -3.70780  -0.352
H -3.58442 -0.85203 -7.17431  0.448
S 3.84881 -1.22618 0.05759  -0.259
C -0.16095 -0.43375 4.27709  2.771
H -1.34126 -5.34490 2.38877  0.367
H -6.72238 -0.40824 -0.05140  0.308
O -1.43206 2.48345 -1.48491  -0.713
H -2.44661 -6.20563 3.47349  0.453
H 4.41972 -3.85460 -0.90044  0.397
C 7.23085 5.42235 0.48070  -0.463
H 5.19703 2.75626 0.84049  0.063
C -2.44602 -0.49517 -2.61846  1.161
H -2.00519 2.04750 -0.84132  0.391
H -1.65469 -2.69596 4.42153  0.434
O -1.31179 -0.02440 -2.83743  -0.957
H -1.32330 -1.28821 -6.44963  0.459
C -1.76585 -2.21127 3.46052  -0.037
H -1.45754 -4.87929 4.08642  0.327
H 1.31413 0.39377 2.89560  0.321
H 2.32532 4.20679 -3.11835  0.431
H 2.75869 2.11824 4.35578  0.570
C -2.57605 -2.89285 2.48918  -0.875
N 4.89861 2.90011 -1.65095  0.511
C -4.25957 -1.21947 -1.04372  0.060
H 4.23686 0.78187 2.65760  0.517
Cl 3.35710 4.56702 0.99358  -0.019
H 6.57465 0.78910 1.66694  0.280
C -0.08207 -1.29538 5.54161  -2.357
H -4.50529 -5.05977 4.36189  0.482
H 6.45304 1.68323 -1.04208  0.382
H -6.17802 -2.89449 0.00816  0.254
C -1.09503 -1.05276 3.24010  -0.414
H -4.88210 -0.37888 -6.07960  0.405
C -6.60135 -1.72859 -1.78468  2.061
H -6.23202 -3.85174 -1.47284  0.337
C -2.90636 -0.81539 -1.26253  -2.181
C -2.07128 -1.08755 0.93607  -1.168
C -2.57795 0.88237 -5.37658  -1.630
H -0.66783 2.56075 1.29971  0.435
C 2.57185 -3.40486 -3.69905  -0.658
C 6.11384 3.18930 0.44142  0.849
Cl 6.06287 9.19045 1.03900  -0.243
O -0.80100 0.74335 1.71551  -0.867
H -0.69584 1.64029 3.84297  0.289
H -8.28753 -0.79113 -0.77999  0.446
H -1.90912 -2.52263 -5.32604  0.352
C -1.66927 -1.46089 -5.42634  -1.654
H -3.33769 -5.02711 0.83182  0.405
H -7.02912 -2.76842 -3.65939  0.401
S 4.60368 3.65024 4.79808  -0.263
C 2.18009 -2.11488 -3.39877  -0.335
H 0.27386 -2.30614 5.32828  0.408
O -0.51949 3.48218 1.03378  -0.698
C 4.87523 5.38807 0.83961  1.055
C 6.06062 7.45630 0.86389  0.391
H 1.52575 -1.56823 -4.07363  0.397
C 4.57346 1.64222 3.22498  -0.119
H -1.05079 -1.36774 6.04274  0.428
H 3.94217 7.29086 1.17852  0.498
H 8.15661 4.88473 0.31528  0.420
C 3.39803 -4.04781 -2.77657  -0.242
H 5.01707 4.70800 -2.81155  0.425
C -2.03221 -5.22476 3.22520  -1.711
H 1.94807 -0.03370 4.49527  0.469
H 0.61999 -0.84011 6.24298  0.443
C -2.71652 -2.32442 1.26999  0.148
N 2.55182 -1.45708 -2.30063  -0.152
C -3.96222 -4.86027 1.71199  -2.072
C -6.69246 -3.01242 -0.94723  -1.660
H 8.17765 7.35467 0.53573  0.431
C 6.19341 2.74223 -1.02009  -1.319
H 1.60368 -1.30082 3.31915  0.300
C 4.86892 6.77229 0.98032  -0.895
H -4.93228 -3.42556 3.82541  0.339
H 0.02129 1.37914 5.44308  0.459
C 4.39243 3.91714 -2.43065  -0.089
C 7.25459 6.79762 0.61371  -1.003
C -4.09873 -4.08802 4.06758  -1.689
H -4.27330 -2.04426 -6.07071  0.414
C -5.13168 -1.40557 -2.06570  -0.945
C 1.26078 -0.33600 3.70115  -1.661
H -4.59868 -1.27727 -0.01623  0.975
H -4.37107 -5.82528 2.01981  0.474
C 6.02024 3.28777 3.91249  0.500
N 2.73073 2.51411 -1.85936  -0.030
C -2.91125 -0.60067 -5.14818  2.545
C -3.98357 -0.99496 -6.16780  -2.336

Calculated values
Charge: -1
Total energy (a.u.): -4696.24858
Energy above the lowest of the compared OMol25 structures with the same formula, charge and spin (kcal per mole): 0.2
Molar mass (u): 1089.45

=====

4.
The following is a quantum chemistry calculation of the molecule C16H21N3O3S2 at a distorted geometry, from the Open Molecules 2025 dataset.

Last column: Mulliken charge in e.
Positions of all 45 atoms, in Å:
H -6.08796 -0.91035 -2.11463  0.342
H 7.88844 -3.18823 -1.36126  0.339
C -1.72661 0.45676 0.11598  0.366
H 3.15500 3.77878 0.45419  0.420
C 5.10219 -0.36654 -0.81131  -0.222
N -0.64271 0.13222 0.73293  -0.912
C 3.27889 1.73016 -0.20407  -0.457
H -7.56955 1.13467 0.79134  0.305
C 6.50594 0.49547 0.93242  -0.487
H 2.68029 0.81494 -0.11625  0.413
H 8.33554 -3.14921 0.34796  0.318
H -2.83082 -1.18442 0.62773  0.249
C 7.19970 -1.45727 -0.30034  0.688
C -7.52874 -1.01811 1.06725  -0.303
S 1.05067 3.35479 -0.51833  -0.191
H -8.18459 -1.35113 -0.96301  0.404
C 6.03265 -1.36861 -1.04034  -0.849
H 9.17371 -2.11218 -0.80052  0.326
N 0.33422 1.02033 0.58612  0.030
C -6.18587 -0.62230 -1.06211  -0.511
N -2.85625 -0.31155 0.11999  -0.040
C -3.99502 0.05657 -0.55358  0.729
H 5.83599 -2.09412 -1.81699  0.258
H -9.13962 0.34903 0.61525  0.298
H -6.58129 -1.00205 1.60887  0.255
H -6.95868 -2.49205 -0.39325  0.294
C -7.26835 -1.44571 -0.37827  -0.734
H 3.46671 1.94329 -1.26663  0.346
C -8.20700 0.34251 1.17545  -1.147
S -1.64930 1.97688 -0.75433  -0.138
H -6.39758 0.44955 -1.01849  0.336
H -8.16625 -1.76963 1.53727  0.313
O -4.93500 -0.87556 -0.40913  -0.379
C 2.52693 2.88879 0.43429  -0.737
H 4.20721 -0.33545 -1.41262  0.377
O 4.49528 1.60778 0.49816  -0.415
O -4.09917 1.08318 -1.17355  -0.660
C 0.00447 2.03180 -0.14328  0.550
C 7.42089 -0.50545 0.69148  -0.497
H 2.21030 2.63197 1.44311  0.377
C 5.33240 0.57514 0.18179  0.626
C 8.20522 -2.54166 -0.54697  -1.385
H 6.67422 1.23375 1.70055  0.396
H 8.32469 -0.55378 1.28171  0.362
H -8.43115 0.56702 2.21541  0.347

Calculated values
Charge: 0
Total energy (a.u.): -1808.66232
Energy above the lowest of the compared OMol25 structures with the same formula, charge and spin (kcal per mole): 41.5
SMILES: CCCCOC(=O)Nc1nnc(SCCOc2ccc(C)cc2)s1
Molar mass (u): 367.50